Entry 1:
2 unconnected molecules or ions with the total composition C31H20Cl3O3 in a non-equilibrium geometry. Source: the Open Molecules 2025 dataset; level of theory: the ωB97M-V functional and the def2-TZVPD basis.

Last column: Mulliken charge in e.
Atoms and positions in Å:
1 C -3.411 3.444 4.101  -0.412
2 C -2.556 3.550 5.181  -0.670
3 C -1.417 2.790 5.240  -0.189
4 C -1.111 1.866 4.223  -0.951
5 C 0.061 0.980 4.355  0.195
6 C 1.376 1.585 4.202  -0.023
7 C 2.625 0.772 4.270  0.364
8 C 2.944 -0.169 3.296  0.081
9 C 4.121 -0.881 3.378  -0.754
10 C 4.998 -0.659 4.421  -0.357
11 C 4.693 0.280 5.386  -0.626
12 C 3.521 0.997 5.307  -0.469
13 O 1.472 2.790 4.008  -0.745
14 C -0.090 -0.428 4.718  0.589
15 C -1.415 -1.096 4.601  0.288
16 C -2.615 -0.518 5.005  -0.040
17 C -3.803 -1.196 4.847  -0.859
18 C -3.810 -2.464 4.302  -0.412
19 C -2.623 -3.059 3.928  -0.611
20 C -1.436 -2.383 4.083  -0.536
21 O 0.855 -1.110 5.090  -0.759
22 C -1.978 1.800 3.116  0.538
23 C -3.104 2.583 3.064  -0.848
24 H -4.313 4.032 4.070  0.371
25 H -2.783 4.232 5.981  0.384
26 H -0.741 2.876 6.073  0.410
27 H 2.246 -0.353 2.496  0.497
28 H 4.358 -1.617 2.626  0.378
29 H 5.914 -1.224 4.487  0.360
30 H 5.376 0.451 6.202  0.365
31 H 3.276 1.732 6.054  0.421
32 H -2.615 0.475 5.420  0.612
33 H -4.726 -0.731 5.150  0.407
34 H -4.742 -2.990 4.179  0.394
35 H -2.623 -4.054 3.515  0.407
36 H -0.500 -2.834 3.800  0.488
37 H -1.730 1.135 2.307  0.337
38 H -3.755 2.527 2.211  0.420
39 Cl -0.132 -0.620 0.520  -0.009
40 C -0.307 -1.276 -1.100  1.129
41 Cl 1.265 -1.551 -1.796  -0.170
42 C -0.962 -2.614 -0.957  -0.329
43 O -0.316 -3.585 -0.646  -0.574
44 C -2.413 -2.712 -1.190  0.499
45 C -3.090 -1.667 -1.829  0.613
46 C -4.455 -1.772 -2.034  -0.944
47 C -5.143 -2.883 -1.606  -0.582
48 C -4.475 -3.915 -0.979  -0.631
49 C -3.116 -3.832 -0.781  -0.541
50 C -2.351 -0.501 -2.274  0.585
51 Cl -3.159 0.660 -3.264  -0.251
52 C -1.065 -0.317 -1.947  -1.024
53 H -4.964 -0.969 -2.537  0.415
54 H -6.206 -2.942 -1.764  0.411
55 H -5.019 -4.782 -0.643  0.413
56 H -2.578 -4.633 -0.303  0.514
57 H -0.549 0.549 -2.330  0.427

Net charge: -1
2S+1: 1
Frontier orbital gap in eV: 4.70
HOMO energy in hartree: -0.1363
Electronic energy in hartree: -2799.6621

Entry 2:
A molecular structure, C31H21CoN9O7 in a non-equilibrium geometry. Source: the Open Molecules 2025 dataset; level of theory: the ωB97M-V functional and the def2-TZVPD basis.

Last column: Mulliken charge in e.
Atoms and positions in Å:
1 Co -0.604 0.971 0.645  0.182
2 C -0.371 4.889 -1.668  -0.406
3 C -0.706 4.133 -0.545  -0.323
4 N 0.063 3.134 -0.153  -0.158
5 C 1.178 2.867 -0.851  -0.159
6 C 1.484 3.618 -1.982  -0.133
7 N 0.711 4.615 -2.376  -0.591
8 C 1.951 1.718 -0.349  0.277
9 C 3.202 1.321 -0.765  -0.587
10 C 3.809 0.192 -0.187  1.508
11 C 3.180 -0.354 0.938  -0.611
12 C 1.948 0.121 1.338  -0.064
13 N 1.299 1.052 0.615  0.445
14 C 1.167 -0.282 2.510  0.334
15 C 1.598 -1.080 3.565  -0.040
16 N 0.826 -1.338 4.606  -0.590
17 C -0.384 -0.794 4.635  -0.498
18 C -0.851 -0.012 3.586  -0.278
19 N -0.084 0.226 2.531  0.030
20 C 5.023 -0.416 -0.764  0.873
21 C 5.632 -1.531 -0.185  -0.473
22 C 6.686 -2.152 -0.837  -0.456
23 N 7.159 -1.723 -1.999  -0.569
24 C 6.623 -0.642 -2.545  -0.459
25 C 5.561 0.039 -1.969  -0.539
26 H -0.985 5.716 -2.000  0.429
27 H -1.604 4.329 0.028  0.523
28 H 2.356 3.400 -2.588  0.399
29 H 3.712 1.893 -1.524  0.497
30 H 3.635 -1.150 1.506  0.338
31 H 2.595 -1.507 3.566  0.418
32 H -0.994 -0.999 5.505  0.444
33 H -1.854 0.398 3.582  0.477
34 H 5.316 -1.928 0.770  0.310
35 H 7.167 -3.029 -0.422  0.390
36 H 7.054 -0.319 -3.485  0.388
37 H 5.169 0.908 -2.478  0.289
38 O -1.472 1.368 -3.290  -0.714
39 C -1.645 1.181 -2.103  -0.137
40 O -0.689 0.880 -1.277  -0.214
41 C -3.047 1.286 -1.526  1.075
42 C -4.103 1.319 -2.415  -0.599
43 C -5.407 1.390 -1.957  -0.432
44 C -5.691 1.407 -0.604  -0.466
45 C -4.649 1.350 0.292  -0.264
46 C -3.293 1.313 -0.132  0.548
47 O -2.330 1.347 0.755  -0.560
48 N -4.975 1.270 1.717  0.896
49 O -6.009 1.786 2.080  -0.576
50 O -4.238 0.614 2.440  -0.531
51 N -6.514 1.391 -2.923  1.039
52 O -6.224 1.419 -4.100  -0.595
53 O -7.641 1.398 -2.469  -0.609
54 H -3.900 1.294 -3.477  0.666
55 H -6.712 1.439 -0.252  0.620
56 C -0.382 -5.527 0.881  -1.510
57 C -0.565 -4.052 0.713  1.154
58 C 0.214 -3.312 -0.173  -1.107
59 C -0.001 -1.952 -0.304  -0.496
60 N -0.924 -1.300 0.404  0.382
61 C -1.706 -2.004 1.226  -0.393
62 C -1.558 -3.363 1.412  -0.839
63 H 0.535 -5.875 0.411  0.372
64 H -1.222 -6.056 0.425  0.328
65 H -0.366 -5.801 1.936  0.383
66 H 0.978 -3.790 -0.772  0.435
67 H 0.562 -1.359 -1.016  0.637
68 H -2.482 -1.452 1.748  0.407
69 H -2.214 -3.888 2.095  0.481

Net charge: +1
2S+1: 5
Energy relative to the best compared isomer or geometry (same formula, charge and spin) in kcal/mol: 15.1
Frontier orbital gap (spin up / spin down) in eV: 7.59 / 6.17
HOMO energy (spin up / spin down) in hartree: -0.4479 / -0.4441
Electronic energy in hartree: -3595.8131

Entry 3:
A molecular structure, C31H22Co2NO7S in a non-equilibrium geometry. Source: the Open Molecules 2025 dataset; level of theory: the ωB97M-V functional and the def2-TZVPD basis.

Last column: Mulliken charge in e.
Atoms and positions in Å:
1 C 0.137 0.551 2.782  -1.108
2 O -0.210 0.281 1.414  0.479
3 C -0.154 1.282 0.507  -0.484
4 C 1.118 2.018 0.392  0.161
5 C 1.354 3.072 1.297  0.162
6 C 2.550 3.795 1.247  -0.706
7 C 3.503 3.477 0.276  -0.586
8 C 3.256 2.452 -0.638  -1.006
9 C 2.094 1.695 -0.553  0.442
10 C -1.381 1.880 0.228  -0.242
11 N -1.554 3.109 -0.346  0.341
12 C -0.540 3.776 -1.147  -1.128
13 C -2.772 3.719 -0.062  0.249
14 C -3.619 2.880 0.669  0.937
15 C -4.849 3.373 1.104  -0.598
16 C -5.200 4.708 0.854  -0.568
17 C -4.324 5.555 0.152  -0.643
18 C -3.102 5.058 -0.314  -0.871
19 S -2.882 1.330 0.989  -0.120
20 H -0.100 -0.364 3.333  0.392
21 H 1.203 0.819 2.862  0.246
22 H -0.501 1.377 3.121  0.248
23 H 0.574 3.320 2.033  0.281
24 H 2.717 4.610 1.961  0.373
25 H 4.432 4.040 0.226  0.383
26 H 3.972 2.228 -1.429  0.429
27 H 1.881 0.866 -1.224  0.310
28 H -1.034 4.521 -1.777  0.461
29 H 0.186 4.300 -0.512  0.370
30 H -0.018 3.052 -1.781  0.270
31 H -5.498 2.681 1.631  0.388
32 H -6.162 5.086 1.211  0.347
33 H -4.607 6.596 -0.031  0.355
34 H -2.405 5.705 -0.848  0.288
35 O 0.823 -4.287 2.732  -0.486
36 C 0.627 -3.421 1.985  -0.004
37 Co 0.537 -2.208 0.771  0.073
38 C -1.219 -2.189 1.658  0.875
39 O -1.727 -1.673 2.622  -0.705
40 C 1.987 -1.229 0.957  0.146
41 O 2.962 -0.614 1.103  -0.460
42 C 0.418 -3.400 -0.774  -0.263
43 C 1.473 -4.391 -0.938  -0.359
44 C 2.794 -3.952 -1.193  -0.087
45 C 3.858 -4.813 -0.966  -0.772
46 C 3.639 -6.163 -0.695  -0.385
47 C 2.318 -6.623 -0.581  -0.606
48 C 1.233 -5.763 -0.724  -0.267
49 C -0.859 -2.927 -0.545  1.881
50 C -1.902 -2.837 0.474  -0.968
51 Co -0.366 -2.232 -2.095  -0.006
52 C 0.514 -0.900 -2.774  0.275
53 O 0.987 0.018 -3.306  -0.434
54 C -1.834 -1.290 -2.079  -0.035
55 O -2.800 -0.648 -2.076  -0.413
56 C -0.497 -3.293 -3.489  0.164
57 O -0.606 -3.872 -4.488  -0.454
58 H 2.972 -2.927 -1.534  0.449
59 H 4.872 -4.437 -1.010  0.374
60 H 4.473 -6.851 -0.549  0.354
61 H 2.131 -7.672 -0.352  0.344
62 H 0.206 -6.126 -0.655  0.390
63 H -2.791 -2.262 0.172  0.319
64 H -2.291 -3.869 0.721  0.210

Net charge: -1
2S+1: 1
Frontier orbital gap in eV: 5.76
HOMO energy in hartree: -0.1224
Electronic energy in hartree: -4939.5273

Entry 4:
A molecular structure, C31H22N5O5Rh in a non-equilibrium geometry. Source: the Open Molecules 2025 dataset; level of theory: the ωB97M-V functional and the def2-TZVPD basis.

Last column: Mulliken charge in e.
Atoms and positions in Å:
1 Rh -1.462 -0.141 -0.575  -0.118
2 C -2.062 -4.469 -2.774  -0.513
3 O -1.112 -5.300 -2.116  -0.515
4 C -0.776 -4.328 0.151  1.328
5 C -0.042 -5.117 1.196  -1.464
6 C 0.561 -4.564 2.245  -0.851
7 C 0.592 -3.124 2.427  -0.540
8 C -0.037 -2.252 1.625  0.155
9 C 0.223 -0.833 1.889  -1.075
10 N -0.190 0.105 1.150  0.741
11 N 0.270 1.421 1.270  0.123
12 C -0.146 3.161 -0.347  0.482
13 O -1.272 2.716 -1.028  -0.451
14 C 0.028 4.545 -0.158  0.796
15 C -0.967 5.477 -0.535  -0.635
16 C -0.761 6.829 -0.343  -0.655
17 C 0.428 7.292 0.219  -0.408
18 C 1.414 6.382 0.593  -0.830
19 C 1.224 5.029 0.410  -0.431
20 C -0.937 -2.804 0.536  2.017
21 O -2.023 -1.908 -1.452  -0.996
22 H -2.617 -5.127 -3.438  0.371
23 H -1.573 -3.690 -3.361  0.243
24 H -2.747 -3.992 -2.071  0.151
25 H -0.028 -6.195 1.053  0.523
26 H 1.074 -5.185 2.969  0.423
27 H 1.187 -2.731 3.245  0.450
28 H 0.885 -0.597 2.722  0.333
29 H -1.888 5.111 -0.969  0.403
30 H -1.529 7.533 -0.638  0.399
31 H 0.586 8.352 0.365  0.396
32 H 2.340 6.740 1.024  0.395
33 H 1.992 4.320 0.703  0.382
34 O 5.301 -1.209 -1.605  -0.713
35 C 4.876 -0.054 -1.797  0.384
36 O 5.429 1.050 -1.907  -0.698
37 C 3.323 0.030 -1.703  -0.084
38 C 2.718 1.168 -1.179  -1.145
39 C 1.361 1.136 -0.897  0.609
40 N 0.619 0.090 -1.267  -0.060
41 C 1.193 -1.051 -1.685  -0.302
42 C 2.553 -1.110 -1.909  -0.547
43 C 0.326 -2.242 -1.526  0.453
44 C 0.564 -3.502 -1.846  -0.863
45 C -0.200 -4.672 -1.252  -0.653
46 C -2.268 -4.405 0.464  -1.107
47 C -2.362 -3.153 0.903  -1.222
48 N -0.877 -1.986 -0.716  1.934
49 C 0.704 2.050 0.085  0.157
50 C -0.022 2.243 2.405  -0.804
51 C -1.194 2.848 2.580  -0.283
52 C -2.463 2.667 1.871  -0.406
53 C -2.795 2.080 0.707  -0.501
54 N -2.054 1.702 -0.412  -0.091
55 H 3.332 2.027 -0.937  0.589
56 H 3.062 -2.037 -2.143  0.528
57 H 1.406 -3.732 -2.488  0.505
58 H 0.548 -5.446 -1.089  0.718
59 H -2.952 -5.244 0.414  0.485
60 H -3.154 -2.556 1.337  0.536
61 H 0.810 2.433 3.074  0.514
62 H -1.249 3.482 3.459  0.448
63 H -3.326 2.928 2.473  0.412
64 H -3.843 1.809 0.599  0.578

Net charge: 0
2S+1: 5
Energy relative to the best compared isomer or geometry (same formula, charge and spin) in kcal/mol: 4.9
Frontier orbital gap (spin up / spin down) in eV: 5.93 / 5.78
HOMO energy (spin up / spin down) in hartree: -0.2712 / -0.2852
Electronic energy in hartree: -1954.5575